(1)
2 unconnected molecules or ions with the total composition C2H3F3N4O, computed with ωB97M-V/def2-TZVPD.

## Properties
- 2S+1 = 3
- energy (Eh) = -670.9581
- ⟨S²⟩ = 2.0319
- frontier orbital gap (alpha / beta) (eV) = 8.267 / 7.137
- charge = +2
- E_LUMO (alpha / beta) (eV) = -8.73 / -11.15

Structure (XYZ):
```
13
Properties=species:S:1:pos:R:3:forces:R:3
F 1.518 -1.597 -0.133 0.585 -0.951 0.001
N -10.361 0.746 0.302 0.516 0.512 0.075
O 4.317 2.021 0.507 1.743 2.084 0.801
F 0.929 0.244 -1.006 1.595 0.134 1.083
F 1.423 0.110 1.132 -0.322 0.673 0.586
N -10.451 0.260 -0.659 -0.366 -0.546 -0.558
H -10.080 1.333 1.099 -0.220 0.039 0.485
H 5.278 -0.873 -0.799 0.187 0.186 -0.124
H 4.313 -1.810 0.258 -0.171 -0.248 -1.433
N 4.341 -1.219 -0.612 -3.231 3.312 2.760
N 3.743 1.083 0.192 -0.914 0.794 -0.598
C 1.735 -0.315 -0.062 -0.420 0.000 -1.389
C 3.294 0.018 -0.221 1.017 -5.990 -1.689
```
Positions in Å, forces in eV/Å.

---

(2)
A molecular structure, C33H55BrCl2IN3O4SSbSi3Ti, computed with ωB97M-V/def2-TZVPD.

## Properties
- 2S+1 = 1
- energy (Eh) = -7903.4815
- energy relative to the best compared isomer or geometry (same formula, charge and spin) (kJ/mol) = 58.9
- frontier orbital gap (alpha / beta) (eV) = 6.414 / 6.451
- charge = +3
- E_LUMO (alpha / beta) (eV) = -9.55 / -9.51

Structure (XYZ):
```
105
Properties=species:S:1:pos:R:3:forces:R:3
C -3.821 -2.136 1.857 -0.008 -0.002 0.007
H -3.034 0.581 3.389 -0.005 0.000 -0.007
O -1.303 1.467 1.351 0.076 -0.142 0.261
C 5.119 1.364 3.029 -0.024 0.024 0.014
H 0.434 -4.875 -1.728 0.006 -0.020 0.016
C 3.148 1.383 -3.618 0.038 0.012 0.016
H -4.078 -1.298 -1.324 -0.019 0.002 -0.002
C 0.288 4.803 -2.216 0.000 0.018 -0.012
Ti 0.086 0.966 0.076 0.105 0.356 -0.167
H 5.905 -0.458 2.209 -0.004 0.001 0.002
Br -2.967 1.711 -1.313 -0.065 -0.073 0.034
C 0.974 0.823 -2.730 -0.037 0.121 -0.017
H -2.603 -5.152 2.691 -0.005 0.013 -0.004
C -1.431 -2.530 3.832 0.033 -0.049 0.031
H -1.007 -5.052 1.966 0.008 -0.005 0.004
C -0.985 4.997 -2.763 -0.021 -0.025 0.012
C 0.446 0.870 -4.030 -0.082 0.025 0.060
H -2.073 -3.086 4.524 0.013 0.001 -0.004
C -2.639 -4.341 -1.640 -0.024 -0.017 0.054
Si 1.446 -3.235 -0.149 -0.040 0.048 0.009
H -0.426 -2.948 3.923 -0.005 0.011 0.012
H 5.548 3.246 -2.617 0.000 -0.002 0.004
C 2.862 1.135 -1.182 -0.010 0.044 -0.014
H 3.129 1.555 -5.755 0.005 -0.001 0.001
H -2.454 -5.028 0.943 0.003 -0.025 -0.029
H -0.173 -3.457 -3.310 -0.005 0.024 -0.014
C 4.142 0.182 1.178 0.030 -0.056 -0.024
N 1.249 1.115 -5.051 0.055 0.031 -0.004
H 3.136 -4.081 1.391 -0.004 0.001 -0.001
C 5.124 0.289 2.152 -0.008 -0.010 -0.002
H -1.533 0.194 -3.514 0.004 0.012 -0.001
H 1.457 3.599 -0.926 0.011 -0.015 0.015
H 3.349 -3.014 -1.667 0.003 0.005 -0.004
H 1.934 -2.235 -2.373 -0.001 -0.004 -0.015
H -1.154 0.195 -5.255 -0.006 -0.011 0.005
C -2.032 -4.685 1.883 -0.007 -0.019 -0.033
C 4.601 1.746 -3.468 -0.019 -0.003 0.001
H -1.372 -2.660 -4.321 0.013 -0.001 0.002
H -3.491 -4.361 -0.959 -0.005 -0.017 0.013
H -0.216 -1.693 -3.405 0.012 0.001 -0.004
H -4.278 -2.572 0.966 0.001 0.014 -0.001
C 0.897 -4.907 -0.742 0.005 -0.030 -0.013
H -2.966 4.158 -2.886 0.003 -0.001 0.001
C -3.268 3.127 2.002 0.003 -0.037 0.002
H 4.998 2.024 -4.445 0.001 0.003 -0.002
H 2.854 -1.416 -1.104 -0.037 -0.078 -0.014
C 0.480 3.752 -1.358 -0.023 0.015 0.022
H -3.685 2.640 4.782 -0.008 -0.015 -0.003
H -1.409 -1.499 4.161 -0.018 0.147 0.008
O 0.215 0.527 -1.665 0.088 -0.377 -0.027
H -2.988 3.587 1.052 -0.003 0.029 0.016
C 2.483 -2.385 -1.443 0.050 0.038 -0.022
H -3.063 1.361 5.814 0.006 -0.011 -0.012
H 1.789 -0.914 4.760 -0.016 -0.016 -0.013
C -1.018 0.720 -4.312 0.033 -0.012 -0.015
H -2.028 2.722 5.402 -0.004 -0.004 -0.004
Cl 0.864 -0.411 2.673 -0.036 0.051 0.060
O -1.314 5.979 -3.583 0.002 -0.001 -0.004
O 4.682 2.828 -2.543 0.000 -0.001 -0.001
H 5.177 0.884 -3.112 0.006 0.001 0.006
H -3.381 -0.647 -2.823 -0.022 0.000 0.016
C -2.291 1.252 3.820 -0.011 0.004 0.047
I 1.563 3.566 1.950 0.040 -0.075 0.015
N -0.485 2.877 -0.993 0.124 0.018 -0.067
H 0.221 -5.411 -0.053 -0.003 0.006 0.012
C 3.137 1.138 1.081 0.079 -0.020 0.003
H -1.472 1.708 -4.422 0.009 -0.001 -0.010
C -1.670 3.043 -1.592 -0.015 0.057 -0.037
H -4.868 1.915 2.841 0.006 0.002 0.007
H -3.800 -1.052 1.724 -0.003 -0.002 0.025
C -1.983 4.071 -2.445 -0.008 0.016 -0.004
C 2.319 -3.360 1.488 0.012 -0.003 0.037
H -3.436 3.940 2.712 0.001 0.000 0.003
H -4.279 -2.157 -2.846 0.003 0.000 0.006
H 4.089 3.147 3.643 0.000 -0.006 0.007
C 4.106 2.311 2.957 0.023 -0.044 0.034
H 5.897 1.468 3.773 -0.003 0.001 -0.003
Si -2.067 -2.606 -1.977 0.045 -0.009 0.037
C 3.113 2.180 1.996 -0.081 0.099 0.013
C 2.322 1.105 -2.513 0.014 0.005 0.049
H 4.163 -0.643 0.475 0.004 0.012 0.028
H 1.654 -3.726 2.273 0.012 -0.002 0.002
C -2.798 2.053 5.016 -0.007 0.030 -0.006
H -2.989 -4.739 -2.599 0.005 0.006 0.002
C -0.832 -2.589 -3.371 0.008 -0.007 -0.047
C 1.826 -0.019 4.149 0.063 0.010 0.069
N 2.220 1.089 -0.044 -0.095 0.006 0.036
Si -2.119 -2.846 2.134 0.009 -0.020 -0.038
Cl 1.158 1.327 5.051 0.009 -0.018 -0.053
H -4.227 1.308 1.302 0.005 0.015 0.015
H 3.939 1.256 -1.118 -0.006 -0.005 -0.012
H 1.797 -5.526 -0.826 -0.012 -0.010 -0.001
H 2.834 0.215 3.830 0.019 0.002 -0.035
S -1.725 2.374 2.552 -0.143 0.164 -0.234
H -0.578 6.578 -3.773 0.007 0.005 0.002
Sb -0.730 -1.802 0.157 -0.170 -0.092 -0.077
C -4.467 2.205 1.872 0.009 -0.018 0.007
H -1.869 -5.013 -1.269 0.008 -0.017 -0.007
H -1.398 0.695 4.085 0.064 -0.122 0.019
H -4.473 -2.366 2.704 0.001 0.001 -0.010
H 2.743 -2.410 1.810 0.009 0.001 0.007
C 2.549 1.355 -4.861 -0.075 -0.010 -0.029
H 1.114 5.460 -2.453 -0.002 -0.001 0.007
C -3.577 -1.557 -2.259 0.000 0.053 -0.040
H -5.257 2.734 1.339 0.001 0.001 0.001
```
Positions in Å, forces in eV/Å.

---

(3)
A gas-phase ion, C5H8NS (charge +1), computed with ωB97M-V/def2-TZVPD.

## Properties
- 2S+1 = 1
- energy (Eh) = -647.8557
- energy relative to the best compared isomer or geometry (same formula, charge and spin) (kJ/mol) = 374.3
- frontier orbital gap (alpha / beta) (eV) = 8.059 / 8.060
- charge = +1
- E_LUMO (alpha / beta) (eV) = -6.28 / -6.28

Structure (XYZ):
```
15
Properties=species:S:1:pos:R:3:forces:R:3
S 2.535 0.776 0.422 -0.741 -2.516 -1.787
H -1.714 -0.800 -1.210 0.313 -0.026 0.540
C 2.317 -0.447 -0.701 -0.729 0.824 4.750
C -1.004 -1.260 -0.501 -0.274 0.528 1.415
C -1.204 1.795 0.482 1.255 -0.445 -2.780
H -1.459 2.189 1.379 -1.069 0.703 3.117
C 1.356 -0.746 0.380 1.462 -0.929 1.072
C -0.055 -0.257 0.210 0.065 0.365 -0.080
N -0.032 0.926 0.636 -2.041 0.620 -1.017
H -0.850 2.752 -0.027 -0.667 -1.528 -0.179
H -2.030 1.200 0.030 0.375 1.087 0.066
H -0.299 -1.853 -1.050 -0.015 -0.696 -0.518
H 1.384 -1.446 1.319 0.870 0.917 -2.185
H -1.560 -1.940 0.230 0.770 1.057 -0.910
H 2.616 -0.889 -1.600 0.425 0.037 -1.504
```
Positions in Å, forces in eV/Å.

---

(4)
A molecular structure, C44H31CoI2N4O5P2Te, computed with ωB97M-V/def2-TZVPD.

## Properties
- 2S+1 = 5
- energy (Eh) = -5219.4668
- ⟨S²⟩ = 6.0170
- frontier orbital gap (alpha / beta) (eV) = 7.476 / 5.998
- E_LUMO (alpha / beta) (eV) = -0.26 / -1.78

Structure (XYZ):
```
90
Properties=species:S:1:pos:R:3:forces:R:3
H 2.748 2.031 -0.584 0.016 -0.022 0.029
H 0.276 -5.849 -3.075 -0.012 0.026 0.000
C 0.694 -4.866 -0.153 0.079 -0.007 0.012
H -2.403 1.512 -4.311 0.007 -0.033 -0.010
H 1.424 1.622 -2.392 0.018 0.025 -0.025
H 2.524 -1.585 -1.131 0.000 -0.052 0.019
C 4.507 1.681 2.286 -0.027 0.004 0.020
C 2.152 -1.943 4.831 -0.098 0.025 -0.071
O -0.711 -0.875 -1.488 0.061 -0.214 -0.168
C -0.882 2.240 2.042 -0.013 0.029 -0.083
H -5.319 5.111 -2.377 0.039 -0.001 0.012
C 4.111 -2.542 1.692 -0.021 0.006 0.113
H -1.708 6.484 -4.227 -0.012 -0.023 -0.002
C -3.585 5.928 -3.343 0.005 -0.023 0.007
H 5.051 -2.940 2.052 -0.021 0.011 0.010
C -2.669 3.419 3.818 -0.009 0.001 0.025
P 0.180 1.503 0.746 -0.226 0.977 -0.073
C -0.558 1.627 -3.215 0.049 -0.004 0.088
C -4.262 4.987 -2.582 0.017 -0.004 0.018
H -4.044 1.884 3.215 0.029 -0.005 0.001
Co -0.266 -0.799 0.408 0.193 -0.603 -0.276
C -3.581 3.882 -2.086 0.025 0.054 0.044
C -0.140 -3.119 -1.202 -0.045 0.072 -0.028
C 2.693 -1.792 -0.079 0.049 -0.026 -0.154
C 0.642 0.709 -5.557 -0.024 -0.001 -0.010
C -2.844 6.464 0.800 0.011 0.121 0.012
C 1.872 -1.754 2.082 0.044 0.103 0.073
C 3.455 1.509 3.176 -0.029 -0.053 -0.036
N 1.716 -1.520 0.748 -0.201 -0.044 0.242
H 1.108 0.341 -6.462 -0.014 0.014 0.013
H 0.486 3.786 2.649 0.020 0.030 -0.023
H -2.233 4.440 0.453 -0.010 -0.065 0.028
C 0.936 -1.501 4.280 -0.023 -0.017 0.048
O -0.383 -1.041 2.360 0.274 0.017 0.248
I -0.609 -0.846 5.511 0.043 -0.031 0.017
N -0.608 -3.068 0.034 -0.017 -0.072 0.070
C 3.195 -2.315 4.029 0.179 -0.040 0.101
H 3.650 1.342 4.228 -0.010 0.020 -0.028
C 1.554 -4.537 -2.561 0.033 0.062 0.001
O 1.154 -5.553 -3.345 -0.019 -0.033 -0.010
Te 0.878 4.559 -0.538 -0.065 -0.128 0.121
H 5.065 2.005 0.239 -0.026 0.022 0.011
C -1.395 3.948 3.663 0.046 0.013 -0.039
C -2.160 1.710 2.207 0.087 0.014 0.009
C 3.090 -2.223 2.620 -0.113 0.046 -0.129
O -0.505 -2.170 -3.326 0.077 0.024 -0.067
C -0.097 2.698 -0.610 -0.075 0.063 0.219
C 2.145 1.528 2.715 -0.019 0.086 0.005
C -3.052 2.301 3.090 -0.006 -0.009 -0.025
C 0.694 -4.236 -1.377 -0.009 -0.053 -0.137
C -1.350 8.128 0.404 -0.065 -0.066 0.016
C 4.246 1.880 0.937 0.014 -0.037 -0.014
C -0.504 3.367 2.773 -0.042 -0.074 -0.016
H 4.672 -2.591 -0.369 -0.032 0.031 0.012
C -0.381 7.229 -0.014 -0.034 -0.030 -0.044
C 0.732 -1.426 2.911 -0.057 -0.014 -0.221
N -0.095 -4.133 0.656 0.022 -0.024 0.088
H -3.838 6.182 1.133 0.017 0.000 -0.013
C -1.563 4.639 -3.147 -0.051 -0.037 -0.047
C 1.416 0.978 -4.439 -0.022 0.002 0.059
C -0.475 -1.980 -2.130 -0.104 0.176 0.198
H -0.523 4.485 -3.407 0.021 -0.002 0.001
H -0.301 -4.289 1.628 -0.028 0.016 0.014
C -0.732 0.902 -5.508 -0.006 0.009 0.048
H -1.342 0.683 -6.375 0.013 0.016 0.020
H 1.218 -5.743 0.195 -0.062 0.028 0.007
H 0.591 7.587 -0.337 -0.051 0.034 0.022
H -2.449 0.826 1.652 -0.043 0.001 0.005
H -4.103 3.149 -1.478 0.002 0.005 -0.032
H -1.136 9.192 0.414 -0.005 -0.011 -0.002
C -2.226 3.701 -2.355 0.033 -0.034 0.056
H 2.489 0.835 -4.476 -0.006 -0.022 0.020
C -0.687 5.872 -0.010 0.099 -0.005 -0.098
H -1.094 4.823 4.227 -0.015 -0.028 -0.006
H -3.363 3.877 4.512 0.015 -0.011 -0.030
C -2.235 5.753 -3.624 0.006 -0.002 0.025
H -4.112 6.790 -3.733 0.016 -0.004 0.029
P -1.451 2.171 -1.703 0.105 0.142 -0.091
C 3.911 -2.342 0.358 0.037 0.019 -0.136
H 5.529 1.660 2.645 -0.016 -0.003 -0.010
C -1.330 1.360 -4.344 0.066 -0.019 0.007
C -1.945 5.481 0.411 0.003 -0.031 0.040
N -2.569 7.767 0.807 0.050 -0.060 -0.041
H 1.327 1.392 3.415 0.024 -0.042 -0.004
I 4.970 -2.954 4.938 -0.052 0.009 -0.032
O 2.566 -3.942 -2.793 -0.011 -0.013 0.040
C 0.817 1.431 -3.269 -0.053 -0.033 -0.075
H 2.258 -1.989 5.906 -0.037 0.018 0.003
C 2.938 1.897 0.477 0.003 -0.012 -0.082
C 1.875 1.733 1.361 -0.002 -0.196 0.062
```
Positions in Å, forces in eV/Å.

---

Repeat the third record exactly.
A gas-phase ion, C5H8NS (charge +1), computed with ωB97M-V/def2-TZVPD.

## Properties
- 2S+1 = 1
- energy (Eh) = -647.8557
- energy relative to the best compared isomer or geometry (same formula, charge and spin) (kJ/mol) = 374.3
- frontier orbital gap (alpha / beta) (eV) = 8.059 / 8.060
- charge = +1
- E_LUMO (alpha / beta) (eV) = -6.28 / -6.28

Structure (XYZ):
```
15
Properties=species:S:1:pos:R:3:forces:R:3
S 2.535 0.776 0.422 -0.741 -2.516 -1.787
H -1.714 -0.800 -1.210 0.313 -0.026 0.540
C 2.317 -0.447 -0.701 -0.729 0.824 4.750
C -1.004 -1.260 -0.501 -0.274 0.528 1.415
C -1.204 1.795 0.482 1.255 -0.445 -2.780
H -1.459 2.189 1.379 -1.069 0.703 3.117
C 1.356 -0.746 0.380 1.462 -0.929 1.072
C -0.055 -0.257 0.210 0.065 0.365 -0.080
N -0.032 0.926 0.636 -2.041 0.620 -1.017
H -0.850 2.752 -0.027 -0.667 -1.528 -0.179
H -2.030 1.200 0.030 0.375 1.087 0.066
H -0.299 -1.853 -1.050 -0.015 -0.696 -0.518
H 1.384 -1.446 1.319 0.870 0.917 -2.185
H -1.560 -1.940 0.230 0.770 1.057 -0.910
H 2.616 -0.889 -1.600 0.425 0.037 -1.504
```
Positions in Å, forces in eV/Å.

---

The highest energy belongs to which entry? C5H8NS

---

What is the 2S+1 in the second record? 1